1.
Molecular formula: C5H13NO2
Method: DFT, wB97M-V/def2-TZVPD

HOMO-LUMO gap = 7.85 eV
Multiplicity = 1
E_LUMO = -1.31 eV

Structure (XYZ):
```
21
Properties=species:S:1:pos:R:3:lowdin_charge:R:1
C 0.515 -1.377 -0.599 -0.04
C 0.315 -1.276 -2.108 -0.14
C -0.551 -0.839 0.191 -0.48
N -0.253 -0.475 1.547 0.03
C 1.078 0.109 1.937 -0.24
C 1.027 1.515 1.351 -0.11
O -1.590 -0.410 -0.358 0.01
H 1.238 -2.006 -0.127 0.08
H 1.776 0.269 -0.700 0.27
H 1.253 -1.525 -2.610 0.07
H -0.439 -1.942 -2.508 0.07
H 0.068 -0.270 -2.457 0.06
H -1.010 -0.386 2.228 0.13
H 1.117 0.086 3.038 0.11
H 1.843 -0.596 1.615 0.09
H 1.925 2.096 1.603 0.08
H 0.195 2.065 1.717 0.07
H 0.994 1.376 0.278 -0.01
H -1.111 1.098 -1.081 -0.01
H -1.360 2.177 -2.144 0.04
O -0.764 1.957 -1.422 -0.08
```

---

2.
Molecular formula: C2H6N2OS
Method: DFT, wB97M-V/def2-TZVPD

HOMO-LUMO gap (spin up / spin down) = 7.94 / 8.38 eV
Multiplicity = 1
E_LUMO (spin up / spin down) = -0.58 / -0.06 eV
SMILES = CC/[N+]([S-])=N/O

Structure (XYZ):
```
12
Properties=species:S:1:pos:R:3:lowdin_charge:R:1
C -0.748 1.000 0.105 -0.12
C 0.063 -0.220 -0.310 -0.29
N 1.471 -0.070 0.041 -0.64
S 2.345 1.334 0.013 0.63
N 2.002 -1.331 0.145 -0.03
O 3.375 -1.358 -0.029 -0.09
H -1.071 1.523 -0.754 0.05
H -1.735 0.594 0.593 0.11
H -0.130 1.563 0.811 0.03
H -0.090 -0.379 -1.372 0.12
H -0.392 -1.040 0.161 0.09
H 3.527 -2.324 0.254 0.14
```

---

3.
Molecular formula: C26H76N2O20
Method: DFT, wB97M-V/def2-TZVPD

HOMO-LUMO gap = 9.63 eV
Multiplicity = 1
E_LUMO = 0.36 eV
SMILES = COC[C@H](C)N.COC[C@H](C)N.OCCO.OCCO.OCCO.OCCO.OCCO.OCCO.OCCO.OCCO.OCCO

Structure (XYZ):
```
124
Properties=species:S:1:pos:R:3:lowdin_charge:R:1
C 17.180 19.143 14.476 -0.10
O 16.770 17.858 14.163 -0.19
C 15.438 17.634 14.305 -0.25
C 14.927 17.539 15.774 -0.36
C 15.779 16.395 16.405 -0.04
N 13.462 17.361 15.938 0.06
H 18.123 19.291 13.991 0.09
H 17.261 19.356 15.549 0.09
H 16.384 19.751 14.027 0.09
H 14.934 18.361 13.668 0.12
H 15.229 16.667 13.825 0.13
H 15.083 18.485 16.285 0.13
H 16.848 16.523 16.350 0.07
H 15.514 15.387 16.048 0.08
H 15.564 16.313 17.476 0.06
H 13.081 18.287 15.767 0.09
H 13.169 16.781 15.144 0.06
C 15.341 8.543 8.635 -0.13
O 15.387 9.883 9.069 -0.17
C 14.287 10.501 8.405 -0.23
C 14.269 12.026 8.536 -0.45
C 14.042 12.355 10.004 -0.05
N 13.251 12.484 7.648 0.05
H 14.480 7.973 8.992 0.08
H 16.256 8.064 8.954 0.09
H 15.279 8.428 7.555 0.08
H 14.397 10.298 7.327 0.12
H 13.330 10.056 8.733 0.13
H 15.251 12.356 8.223 0.13
H 15.003 12.175 10.479 0.08
H 13.231 11.725 10.344 0.06
H 13.808 13.416 10.117 0.07
H 13.052 13.470 7.623 0.04
H 13.387 12.243 6.669 0.08
O 10.055 16.136 12.746 -0.09
C 8.840 16.787 12.523 -0.26
C 8.090 16.982 13.760 -0.25
O 7.674 15.734 14.273 -0.05
H 9.878 15.204 12.928 0.05
H 9.074 17.758 12.054 0.12
H 8.253 16.248 11.779 0.13
H 7.224 17.595 13.515 0.12
H 8.692 17.469 14.509 0.12
H 7.853 15.777 15.215 0.02
O 13.960 10.128 13.646 -0.07
C 13.691 9.597 12.378 -0.22
C 13.748 8.044 12.530 -0.18
O 12.586 7.767 13.302 -0.08
H 14.488 10.927 13.561 0.10
H 12.671 9.797 12.029 0.10
H 14.364 10.012 11.633 0.10
H 14.629 7.714 13.060 0.12
H 13.578 7.591 11.559 0.11
H 12.799 7.055 13.907 0.10
O 12.670 15.410 13.628 -0.08
C 12.556 14.177 14.274 -0.25
C 11.875 13.165 13.384 -0.21
O 10.517 13.550 13.289 -0.07
H 11.813 15.738 13.293 0.06
H 13.571 13.764 14.425 0.13
H 12.088 14.291 15.264 0.11
H 12.009 12.242 13.937 0.10
H 12.359 13.209 12.401 0.12
H 10.078 12.968 12.657 0.05
O 10.125 9.097 14.391 -0.04
C 9.823 9.651 13.159 -0.27
C 9.379 8.600 12.151 -0.25
O 8.169 7.938 12.487 -0.06
H 11.045 8.831 14.364 0.05
H 9.013 10.393 13.240 0.12
H 10.645 10.224 12.738 0.09
H 10.161 7.877 11.894 0.11
H 9.207 9.149 11.219 0.10
H 8.238 7.677 13.421 0.09
O 12.218 15.216 8.745 -0.07
C 11.582 15.789 9.861 -0.25
C 11.203 17.221 9.648 -0.24
O 10.233 17.275 8.609 -0.05
H 12.533 15.964 8.234 0.08
H 10.678 15.217 10.032 0.12
H 12.261 15.670 10.727 0.12
H 12.059 17.825 9.338 0.13
H 10.791 17.580 10.594 0.10
H 10.303 18.139 8.200 0.08
O 12.437 16.327 18.401 -0.08
C 12.987 15.045 18.449 -0.25
C 12.182 14.154 19.433 -0.23
O 12.834 12.941 19.737 -0.07
H 12.766 16.768 17.611 0.02
H 12.882 14.616 17.457 0.10
H 14.005 15.080 18.808 0.11
H 11.199 13.911 19.022 0.10
H 12.013 14.712 20.354 0.13
H 12.491 12.629 20.578 0.10
O 8.542 13.183 17.617 -0.05
C 9.161 13.818 16.524 -0.23
C 9.416 15.299 16.938 -0.19
O 8.153 15.981 17.038 -0.08
H 9.219 12.592 17.964 0.07
H 10.082 13.268 16.236 0.10
H 8.559 13.743 15.619 0.11
H 10.065 15.881 16.288 0.11
H 9.848 15.351 17.936 0.10
H 8.167 16.541 17.812 0.09
O 5.999 11.602 10.305 -0.05
C 7.365 11.296 10.494 -0.25
C 8.134 12.524 10.923 -0.21
O 9.528 12.206 10.989 -0.10
H 5.890 12.174 9.542 0.09
H 7.473 10.533 11.252 0.11
H 7.747 10.942 9.543 0.12
H 7.831 12.767 11.943 0.14
H 8.073 13.330 10.221 0.12
H 9.835 12.126 10.075 0.11
O 11.485 11.441 17.489 -0.06
C 12.596 10.933 16.756 -0.25
C 13.097 9.545 17.159 -0.22
O 14.246 9.203 16.391 -0.08
H 11.981 11.843 18.225 0.05
H 12.474 10.975 15.684 0.08
H 13.424 11.654 16.837 0.13
H 12.301 8.883 16.884 0.11
H 13.444 9.557 18.173 0.12
H 13.913 9.187 15.475 0.04
```

---

4.
Molecular formula: C4H12
Method: DFT, wB97M-V/def2-TZVPD

HOMO-LUMO gap = 12.83 eV
Multiplicity = 1
E_LUMO = 1.15 eV
SMILES = CC.CC

Structure (XYZ):
```
16
Properties=species:S:1:pos:R:3:lowdin_charge:R:1
C 1.065 -2.474 0.256 -0.18
C 1.193 -1.360 -0.755 -0.17
H 1.968 -3.083 0.362 0.06
H 0.740 -2.102 1.220 0.06
H 0.283 -3.207 0.042 0.06
H 1.426 -1.634 -1.779 0.06
H 1.980 -0.688 -0.422 0.07
H 0.233 -0.860 -0.879 0.05
C -1.048 2.006 -0.544 -0.15
C -1.120 1.835 1.008 -0.15
H -0.168 1.475 -0.828 0.03
H -1.923 1.591 -1.023 0.05
H -1.093 3.053 -0.830 0.06
H -0.308 1.243 1.382 0.04
H -1.146 2.797 1.525 0.06
H -2.082 1.408 1.266 0.05
```